[1]
Computed, not measured: 2 unconnected molecules or ions with the total composition C4H10S2 in a non-equilibrium geometry, with ωB97M-V with the def2-TZVPD basis set.

Geometry as ORCA input:
```
! wB97M-V def2-TZVPD RIJCOSX def2/J DEFGRID3
* xyz 0 1
C -1.88 -1.67 0.24
C -1.41 0.78 0.31
C 2.32 0.68 -0.70
C -1.48 -0.54 0.84
S 2.02 0.98 -2.51
S -0.65 -0.58 2.49
H -1.90 -2.66 0.73
H -2.18 -1.57 -0.75
H 3.20 -0.08 -0.58
H -0.43 1.20 0.53
H -1.62 0.68 -0.77
H -2.19 1.31 0.85
H 1.48 0.25 -0.22
H 2.49 1.67 -0.23
H 3.23 1.50 -2.80
H -0.99 -1.93 2.56
*
```

Calculated values
ΔE to the lowest compared entry with this formula, charge and spin   1.8474 eV

Per-atom Löwdin charges, elementary charge units:
1 C -0.024
2 C -0.171
3 C -0.475
4 C -0.756
5 S 0.573
6 S 0.716
7 H 0.061
8 H 0.033
9 H 0.068
10 H 0.054
11 H 0.102
12 H 0.093
13 H -0.032
14 H 0.029
15 H -0.165
16 H -0.106

***

[2]
Computed, not measured: 2 unconnected molecules or ions with the total composition C4H10S2 in a non-equilibrium geometry, with ωB97M-V with the def2-TZVPD basis set.

Geometry as ORCA input:
```
! wB97M-V def2-TZVPD RIJCOSX def2/J DEFGRID3
* xyz 1 2
C 0.25 1.76 0.79
S -1.08 1.46 1.88
S -1.66 -0.45 1.50
H 1.20 2.17 1.16
H -0.16 2.51 0.06
H 0.67 0.84 0.39
H -1.01 -1.36 2.29
C 2.63 -0.93 -3.39
C 1.76 -1.79 -2.51
C 0.65 -1.32 -1.98
H 2.68 0.12 -3.13
H 3.69 -1.23 -3.42
H 2.26 -1.03 -4.41
H 2.12 -2.78 -2.25
H 0.18 -1.72 -1.08
H 0.09 -0.41 -2.16
*
```

Calculated values
ΔE to the lowest compared entry with this formula, charge and spin   2.9586 eV

Per-atom Löwdin charges, elementary charge units:
1 C -0.407
2 S 0.747
3 S 0.502
4 H 0.091
5 H 0.092
6 H 0.045
7 H -0.083
8 C -0.111
9 C -0.214
10 C -0.055
11 H 0.066
12 H 0.075
13 H 0.081
14 H 0.100
15 H 0.025
16 H 0.047

***

[3]
Computed, not measured: a molecular structure, C4H11AlO3 in a non-equilibrium geometry, with ωB97M-V with the def2-TZVPD basis set.

Geometry as ORCA input:
```
! wB97M-V def2-TZVPD RIJCOSX def2/J DEFGRID3
* xyz 0 1
C 0.59 -1.90 1.87
O 0.00 -0.73 0.37
C 0.50 0.57 0.44
C 0.37 1.26 -0.90
O -0.97 1.08 -1.35
C -1.27 1.74 -2.56
Al -1.51 -0.81 -0.83
H 0.15 -2.71 1.27
H 1.63 -1.68 1.59
H -0.03 -1.26 2.52
H 1.56 0.60 0.73
H -0.05 1.16 1.20
H 1.06 0.82 -1.64
H 0.60 2.34 -0.81
H -2.30 1.48 -2.83
H -1.19 2.83 -2.43
H -0.59 1.42 -3.36
O 1.11 -2.92 3.17
H 0.32 -3.31 3.54
*
```

Calculated values
ΔE to the lowest compared entry with this formula, charge and spin   1.7770 eV

Per-atom Löwdin charges, elementary charge units:
1 C -0.052
2 O -0.472
3 C -0.295
4 C -0.195
5 O -0.400
6 C -0.083
7 Al 0.663
8 H 0.078
9 H 0.090
10 H 0.096
11 H 0.134
12 H 0.131
13 H 0.141
14 H 0.141
15 H 0.092
16 H 0.106
17 H 0.106
18 O -0.273
19 H -0.008

***

[4]
Computed, not measured: a molecular structure, C4H11AuO4 in a non-equilibrium geometry, with ωB97M-V with the def2-TZVPD basis set.

Geometry as ORCA input:
```
! wB97M-V def2-TZVPD RIJCOSX def2/J DEFGRID3
* xyz 2 3
O -0.99 1.97 -0.06
C -1.75 1.06 0.72
C -1.93 -0.30 0.06
O -0.69 -0.60 -0.57
C -0.23 -1.94 -0.59
Au -0.03 0.94 -1.36
H -2.74 1.47 0.98
H -1.14 0.89 1.62
H -2.74 -0.33 -0.68
H -2.16 -1.05 0.83
H 0.86 -1.87 -0.71
H -0.37 -2.43 0.38
H -0.85 -2.48 -1.32
O 1.35 1.81 -0.57
H 0.32 2.44 0.41
C 2.65 0.05 0.23
O 2.09 0.63 -0.93
H 1.87 -0.42 0.86
H 3.39 -0.68 -0.12
H 3.10 0.84 0.85
*
```

Calculated values
ΔE to the lowest compared entry with this formula, charge and spin   2.7907 eV

Per-atom Löwdin charges, elementary charge units:
1 O -0.255
2 C -0.174
3 C -0.117
4 O -0.385
5 C 0.024
6 Au 1.521
7 H 0.169
8 H 0.152
9 H 0.163
10 H 0.166
11 H 0.106
12 H 0.133
13 H 0.140
14 O -0.234
15 H 0.406
16 C -0.014
17 O -0.174
18 H 0.101
19 H 0.143
20 H 0.130

***

[5]
Computed, not measured: a single C4H11B molecule in a non-equilibrium geometry, with ωB97M-V with the def2-TZVPD basis set.

Geometry as ORCA input:
```
! wB97M-V def2-TZVPD RIJCOSX def2/J DEFGRID3
* xyz 0 1
B -1.17 -0.49 0.86
C 1.74 0.46 0.41
C -1.75 0.57 -0.48
C 1.28 -0.66 -0.47
C -0.10 -0.96 -0.14
H -1.88 -1.28 1.03
H -0.90 0.19 1.81
H 2.07 0.19 1.38
H 0.83 1.01 0.42
H 2.59 1.14 0.07
H -2.34 -0.16 -1.03
H -0.94 0.90 -1.10
H -2.41 1.25 0.06
H 1.42 -0.48 -1.66
H 1.79 -1.71 -0.26
H -0.46 -1.60 -0.88
*
```

Calculated values
ΔE to the lowest compared entry with this formula, charge and spin   3.6176 eV

Per-atom Löwdin charges, elementary charge units:
1 B -0.388
2 C -0.120
3 C -0.014
4 C -0.272
5 C -0.049
6 H 0.008
7 H 0.051
8 H 0.073
9 H 0.044
10 H 0.101
11 H 0.048
12 H 0.034
13 H 0.063
14 H 0.168
15 H 0.170
16 H 0.082

***

[6]
Computed, not measured: a single C4H11B molecule in a non-equilibrium geometry, with ωB97M-V with the def2-TZVPD basis set.

Geometry as ORCA input:
```
! wB97M-V def2-TZVPD RIJCOSX def2/J DEFGRID3
* xyz 0 1
B -1.10 0.02 2.00
C 0.46 1.19 -1.04
C 0.58 -1.31 -1.12
C 0.02 -0.18 0.99
C -0.13 -0.11 -0.49
H -2.21 -0.13 1.65
H -0.84 -0.13 3.15
H 1.49 1.33 -0.69
H -0.13 2.05 -0.70
H 0.46 1.18 -2.12
H 0.42 -1.31 -2.20
H 0.19 -2.24 -0.72
H 1.65 -1.27 -0.93
H 1.06 -0.17 1.30
H -0.75 1.24 1.66
H -1.19 -0.15 -0.75
*
```

Calculated values
ΔE to the lowest compared entry with this formula, charge and spin   2.1114 eV

Per-atom Löwdin charges, elementary charge units:
1 B -0.303
2 C -0.072
3 C -0.067
4 C -0.025
5 C -0.464
6 H 0.024
7 H 0.015
8 H 0.083
9 H 0.079
10 H 0.079
11 H 0.082
12 H 0.082
13 H 0.083
14 H 0.107
15 H 0.161
16 H 0.135

***

[7]
Computed, not measured: 2 unconnected molecules or ions with the total composition C4H11BN2O in a non-equilibrium geometry, with ωB97M-V with the def2-TZVPD basis set.

Geometry as ORCA input:
```
! wB97M-V def2-TZVPD RIJCOSX def2/J DEFGRID3
* xyz 0 1
B -2.32 1.13 -0.93
C 1.57 0.77 -0.20
C -1.73 0.80 -2.34
C 0.07 -2.47 0.75
C -0.25 -1.02 0.42
N 0.97 1.60 0.64
N 0.93 -0.40 -0.33
O -2.79 1.40 0.14
H -1.94 1.55 -3.09
H -2.00 -0.14 -2.84
H -0.67 0.80 -2.10
H -0.31 -3.05 -0.02
H 1.04 -2.67 0.92
H -0.55 -2.81 1.64
H -1.12 -0.62 -0.04
H -0.16 -0.47 1.44
H 0.17 1.28 1.10
H 1.32 2.51 0.77
H 1.25 -1.08 -0.99
*
```

Calculated values
ΔE to the lowest compared entry with this formula, charge and spin   0.7599 eV

Per-atom Löwdin charges, elementary charge units:
1 B -0.359
2 C -0.232
3 C 0.001
4 C -0.070
5 C -0.202
6 N 0.057
7 N -0.082
8 O 0.131
9 H 0.064
10 H 0.075
11 H 0.041
12 H 0.047
13 H 0.041
14 H 0.105
15 H 0.052
16 H 0.130
17 H 0.042
18 H 0.071
19 H 0.088

***

[8]
Computed, not measured: a molecular structure, C4H11BO2Pb in a non-equilibrium geometry, with ωB97M-V with the def2-TZVPD basis set.

Geometry as ORCA input:
```
! wB97M-V def2-TZVPD RIJCOSX def2/J DEFGRID3
* xyz 2 1
C 3.07 -0.75 0.21
C 2.25 0.54 0.28
O 1.18 0.51 -0.75
B -0.09 1.16 -0.40
O -0.95 0.29 0.08
C -2.42 0.51 -0.04
C -3.13 -0.79 0.26
H 3.12 -1.10 -0.85
H 4.08 -0.51 0.52
H 2.63 -1.54 0.82
H 2.87 1.42 0.11
H 1.80 0.63 1.27
H -0.26 2.31 -0.60
H -2.63 0.89 -1.04
H -2.67 1.27 0.70
H -4.19 -0.58 0.41
H -2.72 -1.25 1.17
H -3.05 -1.50 -0.56
Pb 1.11 -1.53 -1.58
*
```

Calculated values
Energy   -526.55038 a.u.

Per-atom Löwdin charges, elementary charge units:
1 C -0.092
2 C -0.170
3 O -0.298
4 B -0.403
5 O 0.032
6 C -0.152
7 C -0.049
8 H -0.003
9 H 0.136
10 H 0.106
11 H 0.154
12 H 0.151
13 H 0.145
14 H 0.132
15 H 0.141
16 H 0.105
17 H 0.093
18 H 0.082
19 Pb 1.889

***

[9]
Computed, not measured: a molecular structure, C4H11BeO3 in a non-equilibrium geometry, with ωB97M-V with the def2-TZVPD basis set.

Geometry as ORCA input:
```
! wB97M-V def2-TZVPD RIJCOSX def2/J DEFGRID3
* xyz 0 2
O -1.09 -0.79 1.07
Be -0.95 0.69 1.62
H -1.82 -0.73 0.03
C 0.42 -0.76 -0.14
C 0.79 0.71 -0.20
O 0.44 1.34 1.04
C 0.95 2.66 1.16
H 1.05 -1.27 -0.89
H 0.92 -1.22 0.73
H 0.25 1.21 -1.02
H 1.87 0.82 -0.34
H 0.59 3.06 2.11
H 2.04 2.64 1.13
H 0.57 3.29 0.34
O -1.09 -1.00 -1.13
C -1.21 -2.39 -1.33
H -2.09 -2.57 -1.96
H -0.31 -2.79 -1.84
H -1.33 -2.92 -0.37
*
```

Calculated values
ΔE to the lowest compared entry with this formula, charge and spin   2.7948 eV

Per-atom Löwdin charges, elementary charge units:
1 O -0.396
2 Be 0.266
3 H 0.188
4 C -0.114
5 C -0.170
6 O -0.316
7 C -0.059
8 H 0.107
9 H 0.119
10 H 0.144
11 H 0.142
12 H 0.090
13 H 0.103
14 H 0.105
15 O -0.291
16 C -0.172
17 H 0.085
18 H 0.080
19 H 0.089

***

[10]
Computed, not measured: a molecular structure, C4H11Br3Si2 in a non-equilibrium geometry, with ωB97M-V with the def2-TZVPD basis set.

Geometry as ORCA input:
```
! wB97M-V def2-TZVPD RIJCOSX def2/J DEFGRID3
* xyz 0 1
C 2.09 -1.06 -0.93
C 2.58 1.32 1.02
C -1.08 0.91 -0.75
C -2.62 -0.62 1.01
Si -2.90 0.50 -0.52
Si 3.15 -0.21 0.40
Br -1.47 0.12 2.34
Br -1.71 -2.23 0.23
Br 5.04 -1.27 0.72
H 2.21 -0.79 -1.96
H 2.15 -2.14 -0.97
H 1.03 -0.77 -0.70
H 2.96 1.64 1.97
H -0.92 1.44 -1.63
H 1.57 1.66 0.91
H -0.60 1.50 0.06
H -0.50 -0.11 -0.84
H -3.49 -1.10 1.41
H -3.47 -0.28 -1.70
H -4.03 1.48 -0.06
*
```

Calculated values
ΔE to the lowest compared entry with this formula, charge and spin   2.8574 eV

Per-atom Löwdin charges, elementary charge units:
1 C -0.254
2 C -0.236
3 C -0.315
4 C -1.244
5 Si 0.508
6 Si 0.222
7 Br 0.628
8 Br 0.532
9 Br 0.351
10 H 0.020
11 H 0.021
12 H -0.021
13 H -0.057
14 H -0.011
15 H -0.063
16 H 0.002
17 H -0.003
18 H -0.029
19 H -0.026
20 H -0.025

***

[11]
Computed, not measured: a single C4H11BrOSi molecule in a non-equilibrium geometry, with ωB97M-V with the def2-TZVPD basis set.

Geometry as ORCA input:
```
! wB97M-V def2-TZVPD RIJCOSX def2/J DEFGRID3
* xyz 0 1
C -0.72 -2.94 0.53
C 0.15 2.57 0.71
C 0.96 0.80 -1.82
C -0.52 -0.62 0.51
O -0.10 -1.80 -0.02
Si 0.86 0.93 0.08
Br -2.33 -0.09 -0.23
H -0.39 -3.09 1.57
H -0.43 -3.80 -0.07
H -1.81 -2.84 0.52
H -0.87 2.71 0.37
H 0.16 2.62 1.79
H 0.74 3.41 0.34
H 1.65 1.53 -2.24
H 1.29 -0.19 -2.12
H -0.01 0.97 -2.27
H -0.71 -0.68 1.59
H 2.09 0.52 0.78
*
```

Calculated values
ΔE to the lowest compared entry with this formula, charge and spin   1.9396 eV

Per-atom Löwdin charges, elementary charge units:
1 C -0.112
2 C -0.227
3 C -0.223
4 C -0.764
5 O -0.287
6 Si 0.663
7 Br 0.555
8 H 0.093
9 H 0.092
10 H 0.067
11 H 0.011
12 H 0.021
13 H 0.021
14 H 0.018
15 H 0.025
16 H 0.020
17 H 0.051
18 H -0.025

***

[12]
Computed, not measured: a molecular structure, C4H11CaO3 in a non-equilibrium geometry, with ωB97M-V with the def2-TZVPD basis set.

Geometry as ORCA input:
```
! wB97M-V def2-TZVPD RIJCOSX def2/J DEFGRID3
* xyz 1 1
C 1.10 0.51 -1.58
O 0.38 0.58 -0.37
C 0.20 -0.66 0.25
C -0.90 -0.57 1.28
O -2.10 -1.08 0.75
C -3.13 -1.19 1.70
H 1.50 -0.35 -2.15
H 0.31 0.58 -2.35
H 1.13 -0.98 0.75
H -0.06 -1.45 -0.49
H -1.04 0.48 1.59
H -0.60 -1.14 2.17
H -4.03 -1.54 1.18
H -2.87 -1.91 2.49
H -3.33 -0.21 2.17
Ca 4.14 1.13 -1.26
O 3.51 2.85 -1.93
H 3.93 3.45 -2.54
H 1.83 1.51 -1.65
*
```

Calculated values
ΔE to the lowest compared entry with this formula, charge and spin   1.2323 eV

Per-atom Löwdin charges, elementary charge units:
1 C -0.165
2 O -0.168
3 C -0.213
4 C -0.216
5 O -0.184
6 C -0.109
7 H 0.088
8 H 0.110
9 H 0.122
10 H 0.140
11 H 0.140
12 H 0.130
13 H 0.096
14 H 0.093
15 H 0.094
16 Ca 1.569
17 O -0.591
18 H -0.022
19 H 0.083

***

Question: What is the formula in the ninth record?
Answer: C4H11BeO3